(1)
DFT (ωB97M-V/def2-TZVPD) results for a structure of composition C33H67BN6PdSbSi3.

For the frontier orbital gap (spin up / spin down), the calculation gives 0.34980 / 0.24073 hartree. As for the energy relative to the best compared isomer or geometry (same formula, charge and spin): 0.0 kcal/mol. The max |F| comes out at 0.643 eV Å⁻¹. The calculated total energy is -78576.265 eV. The expectation value of S² is 2.0050.

```
! RIJCOSX wB97M-V def2-TZVPD def2/J DEFGRID3
* xyz 1 3
Pd -0.69367 -0.19770 -0.25738
C -5.69985 -2.11874 1.15284
C -4.30232 -1.72665 1.49865
C -3.69714 -1.73202 2.73250
C -2.39316 -1.27894 2.52607
N -2.20581 -1.01816 1.22245
N -3.39459 -1.29498 0.60625
B -3.62491 -1.13062 -0.88997
N -3.45368 0.33546 -1.31004
N -2.24330 0.93507 -1.21672
C -2.34936 2.15173 -1.76540
C -3.65100 2.31686 -2.23944
C -4.32419 1.15140 -1.92037
C -5.74451 0.78370 -2.18747
C -1.19050 3.09920 -1.93714
C -0.65906 3.55866 -0.57680
C -1.64174 4.33364 -2.72173
C -0.10262 2.37735 -2.74752
N -2.63653 -1.99372 -1.68331
N -1.29560 -1.77818 -1.63262
C -0.72898 -2.60464 -2.52096
C -1.72389 -3.37462 -3.12722
C -2.91562 -2.95896 -2.57503
C -4.29838 -3.43488 -2.86789
C 0.73779 -2.68842 -2.85342
C 1.53825 -1.67139 -2.06419
C 1.24902 -4.09659 -2.52321
C 0.91813 -2.41211 -4.35196
C -1.39002 -1.15501 3.64110
C -1.91976 -0.16689 4.68841
C -1.18885 -2.53205 4.28857
C -0.06240 -0.66276 3.11799
H -6.21337 -2.43301 2.05926
H -5.72306 -2.94509 0.44275
H -6.25553 -1.28933 0.71549
H -4.14323 -2.02776 3.66683
H -4.73230 -1.47318 -1.15504
H -4.06226 3.17355 -2.74455
H -6.24105 1.60969 -2.69213
H -6.28408 0.57399 -1.26346
H -5.81638 -0.09897 -2.82295
H -1.43849 4.06809 -0.00730
H 0.17008 4.25419 -0.71238
H -0.29918 2.72170 0.02383
H -2.42675 4.87755 -2.19333
H -2.01077 4.06503 -3.71255
H -0.79547 5.01010 -2.85110
H 0.31988 1.52999 -2.19803
H 0.70921 3.06640 -2.98359
H -0.50619 1.99812 -3.68783
H -1.59351 -4.13330 -3.88050
H -4.25421 -4.22783 -3.61146
H -4.92391 -2.63287 -3.25985
H -4.78347 -3.82935 -1.97489
H 1.43615 -1.83801 -0.99250
H 1.22436 -0.65046 -2.29476
H 2.59665 -1.75415 -2.31537
H 1.11118 -4.32563 -1.46455
H 2.31366 -4.17118 -2.75621
H 0.72336 -4.85559 -3.10356
H 0.55814 -1.41349 -4.60973
H 0.37343 -3.13415 -4.96072
H 1.97550 -2.47628 -4.61775
H -2.87326 -0.49436 5.10347
H -2.06657 0.82345 4.25075
H -1.20677 -0.07941 5.51163
H -2.11880 -2.92345 4.70122
H -0.46465 -2.45569 5.10286
H -0.81455 -3.25387 3.55922
H -0.16867 0.32333 2.66698
H 0.33688 -1.34843 2.36567
H 0.65651 -0.59052 3.93080
C 3.56539 1.06329 -2.67739
Si 3.55195 1.79728 -0.96031
C 5.34262 1.81409 -0.42101
C 3.00525 3.58369 -1.05065
Sb 1.91829 0.59640 0.69454
Si 2.13423 2.45905 2.50954
C 0.92430 3.82084 2.09176
C 1.78954 1.94005 4.27174
C 3.86758 3.15954 2.46465
Si 3.40143 -1.34374 1.62545
C 5.19219 -0.96859 1.25576
C 3.27642 -1.61381 3.47120
C 2.95172 -2.96491 0.81395
H 4.27522 1.67086 -3.24882
H 2.60521 1.10370 -3.19219
H 3.93231 0.03704 -2.69098
H 5.84471 2.44261 -1.16498
H 5.81932 0.83587 -0.45211
H 5.52499 2.25983 0.55987
H 3.85724 4.17507 -1.39885
H 2.69111 3.99101 -0.09006
H 2.19479 3.71884 -1.76125
H -0.11761 3.49734 2.15339
H 1.08938 4.25536 1.10509
H 1.07250 4.61175 2.83426
H 0.74458 1.70202 4.46171
H 2.03941 2.82261 4.87082
H 2.40933 1.11955 4.62911
H 4.04778 3.74229 1.55672
H 4.64893 2.40290 2.55602
H 3.96352 3.84160 3.31498
H 5.50933 0.01912 1.59413
H 5.41167 -1.05799 0.19046
H 5.79863 -1.71318 1.78081
H 3.41212 -0.71480 4.07067
H 4.10324 -2.29160 3.70881
H 2.35354 -2.10534 3.77241
H 3.18128 -2.99393 -0.25122
H 1.90407 -3.24218 0.95428
H 3.56223 -3.72837 1.30799
*
```

Löwdin atomic charge list, values in e, 8 entries: atom 1 (Pd): 0.9136, atom 2 (C): -0.0063, atom 3 (C): -0.2471, atom 4 (C): 0.0319, atom 5 (C): -0.2300, atom 6 (N): 0.0688, atom 7 (N): 0.0279, atom 8 (B): -0.5329

=====

(2)
DFT (ωB97M-V/def2-TZVPD) results for a structure of composition C33H68B3I2N3O11P in a non-equilibrium geometry.

For the frontier orbital gap (spin up / spin down), the calculation gives 0.31466 / 0.32199 hartree. The max |F| comes out at 2.000 eV Å⁻¹. The calculated total energy is -89841.417 eV. The expectation value of S² is 3.7622.

```
! RIJCOSX wB97M-V def2-TZVPD def2/J DEFGRID3
* xyz 0 4
C 3.60915 1.19248 -2.75284
C 2.46233 0.18624 -2.73934
O 2.85018 -1.07063 -3.23008
C 1.24906 0.76960 -3.51239
O 0.63967 -0.20442 -4.38057
B -0.36066 -0.90139 -3.81486
O -1.52949 -1.08542 -4.52142
B -2.58978 -1.60353 -3.79417
C -4.04015 -1.19449 -4.22669
I -4.47445 -2.49210 -5.91042
C -5.10088 -1.29186 -3.13633
C -4.71447 -0.46636 -1.91045
I -5.65660 -3.28384 -2.51714
O -2.36257 -2.45403 -2.74054
B -1.01528 -2.62436 -2.61146
P -0.15390 -4.35565 -2.62992
O -0.66380 -5.17656 -3.70477
O -0.23025 -5.08321 -1.22142
O 1.41691 -4.09198 -2.82733
O -0.25228 -1.48294 -2.55913
H 4.51963 0.65602 -2.52635
H 3.68889 1.73548 -3.68414
H 3.46236 1.88674 -1.93359
H 2.17193 0.06328 -1.70374
H 3.00034 -0.97802 -4.18561
H 0.50033 1.19284 -2.85134
H 1.61202 1.55131 -4.16232
H -4.02225 -0.20080 -4.64378
H -6.01238 -0.88301 -3.53733
H -3.97793 0.30276 -2.11853
H -4.39980 -1.10504 -1.10227
H -5.60735 0.02922 -1.55171
H 0.55363 -4.84435 -0.69406
H 1.49296 -3.69628 -3.71405
C 5.66774 6.73287 1.76147
C 4.74016 5.73462 1.02228
C 3.88352 4.96493 2.02863
C 4.66158 3.91436 2.81857
C 5.41894 2.98051 1.87656
C 6.30724 3.72600 0.88147
N 5.54504 4.80123 0.17666
O 4.79620 4.27499 -0.73048
C 7.52854 4.30729 1.61776
C 6.88058 2.74204 -0.13063
C 3.82988 6.58579 0.14524
H 5.23804 7.73336 1.76667
H 5.83692 6.46360 2.80379
H 6.63585 6.81915 1.27101
H 3.06783 4.46445 1.49694
H 3.41476 5.67471 2.71322
H 5.35128 4.39273 3.51901
H 3.96793 3.33334 3.42909
H 6.03359 2.28846 2.45530
H 4.69524 2.36663 1.33061
H 8.12602 4.92644 0.94781
H 8.16422 3.49628 1.97219
H 7.27225 4.89946 2.49262
H 6.10444 2.18118 -0.64748
H 7.51702 2.02253 0.38305
H 7.48619 3.25677 -0.87767
H 4.40462 7.13611 -0.60122
H 3.30244 7.30619 0.76907
H 3.07737 5.99182 -0.36948
C -6.23430 4.76498 -0.49871
C -7.18106 3.83155 -1.29634
C -8.35780 4.63036 -1.85762
C -9.38027 5.03662 -0.79729
C -9.83986 3.82020 0.00661
C -8.67959 3.02455 0.60389
N -7.65376 2.70752 -0.43409
O -8.06547 1.73306 -1.17109
C -8.05900 3.81818 1.76869
C -9.20522 1.73908 1.23005
C -6.35288 3.28731 -2.45083
H -5.39105 5.08067 -1.11147
H -6.72529 5.67535 -0.15609
H -5.81020 4.26037 0.36796
H -8.86822 4.03128 -2.61822
H -7.97618 5.51657 -2.36885
H -8.96389 5.79893 -0.13320
H -10.24088 5.49906 -1.28374
H -10.50638 4.13742 0.81080
H -10.43130 3.16950 -0.64478
H -7.16720 3.31720 2.14712
H -8.77299 3.88487 2.58905
H -7.79333 4.84034 1.51078
H -9.76581 1.13325 0.52151
H -9.87534 1.98417 2.05310
H -8.38879 1.13426 1.62698
H -5.51548 2.69090 -2.08291
H -5.95060 4.11011 -3.04065
H -6.93946 2.67198 -3.13076
C 2.64964 -6.74006 0.67098
C 2.20402 -6.83351 2.15246
C 2.40228 -5.48622 2.84934
C 3.86646 -5.15539 3.13570
C 4.54197 -6.29898 3.89141
C 4.38297 -7.65106 3.19715
N 2.95354 -7.91614 2.85610
O 2.31402 -8.27364 3.91635
C 5.26703 -7.68908 1.93659
C 4.92055 -8.75641 4.09693
C 0.71461 -7.15762 2.11818
H 1.79986 -6.57397 0.00916
H 3.34694 -5.92192 0.48720
H 3.11392 -7.66276 0.32845
H 1.85530 -5.48857 3.79722
H 1.95506 -4.69834 2.23832
H 4.40149 -4.94238 2.20620
H 3.92153 -4.24177 3.73071
H 5.60501 -6.08400 4.01631
H 4.11858 -6.35463 4.89906
H 5.09531 -8.60531 1.37072
H 6.31805 -7.67082 2.22398
H 5.11770 -6.84313 1.27023
H 4.44212 -8.76331 5.07390
H 5.98801 -8.60775 4.25606
H 4.77970 -9.73651 3.63955
H 0.53247 -8.12328 1.64497
H 0.19099 -6.39436 1.54305
H 0.27190 -7.17229 3.11182
*
```

Löwdin atomic charge list, values in e, 8 entries: atom 1 (C): -0.0338, atom 2 (C): -0.4057, atom 3 (O): -0.0143, atom 4 (C): -0.0852, atom 5 (O): 0.1460, atom 6 (B): -0.7491, atom 7 (O): 0.3265, atom 8 (B): -0.7543